Entry 1:
{"formula": "C12H17N3O5", "method": "ωB97M-V/def2-TZVPD", "symbols": ["C", "H", "O", "C", "C", "N", "C", "O", "N", "C", "O", "C", "H", "O", "C", "O", "C", "C", "C", "C", "N", "C", "H", "H", "H", "H", "H", "H", "H", "H", "H", "H", "H", "H", "H", "H", "H"], "coordinates": [[-0.65220, 5.29300, 3.04249], [-0.99683, 6.26159, 3.06514], [-0.21797, 5.06642, 1.54696], [0.09050, 3.85594, 1.32113], [0.29376, 3.87164, -0.19994], [1.04275, 2.61892, -0.40372], [0.33932, 1.66386, -0.87599], [-0.78514, 1.77202, -1.62875], [1.04748, 0.46341, -1.34337], [2.19312, -0.04121, -0.73785], [3.20376, 0.76215, -0.19364], [2.63974, -1.34807, -1.10715], [2.81505, -1.86381, -0.10845], [1.56417, -2.28388, -1.41360], [0.51958, -2.51386, -0.51007], [0.77708, -2.14595, 0.86977], [-0.63698, -3.39649, -0.80856], [-0.72970, -3.80736, -2.10533], [-1.86243, -4.61670, -2.32180], [-2.30875, -4.47980, -0.81586], [-1.59316, -3.69793, -0.20300], [-1.56372, -3.41506, 1.38017], [-2.52312, -3.96238, 1.60757], [-0.75930, -3.85558, 1.97627], [-1.72932, -2.34182, 1.14106], [-3.29734, -4.97642, -0.53579], [-2.54876, -5.03510, -2.94661], [0.05884, -3.68943, -3.14963], [3.33275, -1.48588, -1.68435], [0.50135, -0.35616, -1.69467], [2.07905, 2.32086, -0.22226], [-0.44189, 4.07467, -0.84077], [1.28161, 4.60970, -0.35171], [-0.79675, 3.21776, 1.58661], [0.95128, 3.64682, 2.00282], [-1.34850, 4.66823, 3.14066], [0.06065, 5.14587, 3.52220]], "e_above_lowest_kcal_mol": 334.04, "orbital_gap_ev": 8.76, "charge": 0}

---

Entry 2:
{"formula": "C12H17NO", "method": "ωB97M-V/def2-TZVPD", "symbols": ["C", "C", "C", "C", "C", "C", "C", "C", "C", "C", "N", "H", "H", "H", "H", "H", "H", "H", "H", "H", "H", "H", "C", "C", "O", "H", "H", "H", "H", "H", "H"], "coordinates": [[0.88241, 1.13600, 0.34628], [0.83770, 2.30029, 1.33262], [-0.40845, 0.97403, -0.42929], [-0.50807, 1.19771, -1.76066], [-1.67701, 0.60264, 0.08628], [-2.57720, 0.69297, -1.00129], [-2.10127, 0.13305, 1.36136], [-3.92633, 0.34898, -0.80359], [-3.35534, -0.38581, 1.42011], [-4.28496, -0.28425, 0.36318], [-1.86467, 1.06498, -2.11426], [1.73572, 1.33847, -0.30109], [1.08105, 0.17085, 0.81156], [-0.11218, 2.29015, 1.88496], [0.17592, 1.56123, -2.50531], [-2.25748, 1.20533, -3.02913], [-1.36157, 0.08769, 2.14739], [-4.68633, 0.43352, -1.57327], [-3.75599, -0.71430, 2.37600], [-5.31765, -0.57125, 0.48978], [0.73793, 3.26781, 0.82667], [1.63533, 2.40303, 2.06207], [2.78211, -1.97143, -0.03849], [3.97559, -2.28052, -0.91689], [3.01219, -2.17743, 1.36596], [2.46123, -0.92665, -0.02622], [2.03431, -2.68122, -0.38689], [4.71709, -1.46909, -0.96791], [3.96867, -2.25614, 1.54385], [3.63743, -2.32144, -1.95489], [4.51985, -3.16917, -0.60889]], "e_above_lowest_kcal_mol": 37.40, "smiles": "CCc1c[nH]c2ccccc12.CCO", "orbital_gap_ev": 8.74, "charge": 0}

---

Entry 3:
{"formula": "C12H17NO", "method": "ωB97M-V/def2-TZVPD", "symbols": ["C", "C", "O", "H", "H", "H", "H", "H", "H", "C", "C", "C", "C", "C", "C", "C", "C", "C", "C", "N", "H", "H", "H", "H", "H", "H", "H", "H", "H", "H", "H"], "coordinates": [[-3.24609, -0.82015, 1.60942], [-3.28679, -1.32365, 0.18643], [-4.08376, 0.35621, 1.62606], [-3.69137, -1.55656, 2.27423], [-2.25044, -0.50431, 1.88468], [-2.79589, -0.61679, -0.48251], [-3.98475, 0.82545, 2.45899], [-4.33609, -1.37788, -0.09615], [-2.84804, -2.31993, 0.14254], [0.74721, -0.96770, -2.32311], [-0.58471, -0.29484, -2.56047], [1.70431, -0.23957, -1.39644], [3.03882, -0.11234, -1.64841], [1.44537, 0.40615, -0.14311], [2.67804, 0.92512, 0.29973], [0.35335, 0.54879, 0.72877], [2.86166, 1.48656, 1.56784], [0.49475, 1.15917, 1.94871], [1.75688, 1.60981, 2.37010], [3.63897, 0.56005, -0.60068], [0.66829, -1.97893, -1.94334], [1.33391, -1.15999, -3.22503], [-1.09064, -0.17025, -1.61517], [3.64492, -0.43452, -2.48314], [4.60024, 0.82152, -0.45667], [-0.63505, 0.26403, 0.39337], [3.86685, 1.83696, 1.74943], [-0.36223, 1.26558, 2.59306], [2.00230, 1.97472, 3.35247], [-1.24160, -0.84503, -3.23917], [-0.39841, 0.68235, -2.97242]], "e_above_lowest_kcal_mol": 30.74, "smiles": "CCc1c[nH]c2ccccc12.CCO", "orbital_gap_ev": 8.77, "charge": 0}

---

Entry 4:
{"formula": "C12H17NO2", "method": "ωB97M-V/def2-TZVPD", "symbols": ["C", "C", "C", "C", "C", "C", "C", "C", "C", "C", "C", "C", "N", "O", "O", "H", "H", "H", "H", "H", "H", "H", "H", "H", "H", "H", "H", "H", "H", "H", "H", "H"], "coordinates": [[-3.58457, 2.32780, -0.66091], [-2.93323, 1.70677, -1.75606], [-3.22909, 1.94170, 0.61879], [-1.85240, 0.91523, -1.54832], [-2.27870, 0.99918, 0.83614], [-1.52748, 0.57410, -0.21056], [-0.31747, -0.32140, -0.12129], [2.67209, 0.84511, -0.07827], [2.57386, -0.05826, 2.06047], [2.43076, -1.79909, 0.25316], [-0.82322, -2.29229, -1.42148], [2.02869, -0.38865, 0.65608], [0.66486, -0.00643, 0.81176], [-0.13754, -1.07114, 1.29767], [-0.08788, -1.10712, -1.17707], [-4.31217, 2.98228, -0.83992], [-3.28637, 2.13315, -2.71358], [-3.59043, 2.30502, 1.62610], [-1.35264, 0.50608, -2.41615], [-1.99950, 0.61077, 1.91612], [2.10387, 0.92037, -1.02441], [2.52011, 1.75751, 0.46383], [3.61136, 0.69362, -0.44531], [2.40031, -0.92151, 2.80931], [1.96275, 0.62885, 2.60910], [3.59850, 0.28693, 2.24075], [2.02192, -2.50905, 1.01510], [2.31877, -1.99009, -0.76008], [3.42286, -1.98323, 0.41788], [-0.65874, -3.05902, -0.67979], [-0.55469, -2.66707, -2.35234], [-1.80459, -1.96011, -1.42671]], "e_above_lowest_kcal_mol": 113.33, "smiles": "CO[C@@]1(c2ccccc2)ON1C(C)(C)C", "orbital_gap_ev": 9.54, "charge": 0}

---

Across the entries above, HOMO energy takes the values -8.732 -7.893 -7.868 -8.720 eV, respectively.